(1)
45
Properties=species:S:1:pos:R:3:forces:R:3:lowdin_charge:R:1 method="wB97M-V/def2-TZVPD" fmax_ha_per_bohr=0.116 e_tot_ev=-79027.206 lumo_energy_ev=1.93 orbital_gap_ha=0.15048 homo_energy_ev=-2.17 charge=-1 de_lowest_kj_mol=827.43
Lu -0.0125 0.0336 0.0320 1.1 -1.6 -1.1 1.730
S 1.8841 -3.9097 -2.1475 0.4 -0.4 -0.2 1.065
C 0.8744 -3.0936 -3.2942 -0.2 0.4 0.1 -0.487
C 0.6108 -3.4545 -4.6239 0.1 -0.1 0.1 -0.143
C -0.2302 -2.6563 -5.3689 0.0 0.1 -0.3 -0.146
C -0.8084 -1.5070 -4.8062 1.0 -0.7 0.5 -0.106
C -0.5431 -1.1442 -3.4795 -2.2 -1.3 -2.7 -0.094
C 0.3208 -1.9564 -2.6902 -0.3 -0.3 -0.4 -0.243
N 0.7039 -1.7538 -1.3244 0.4 -3.5 -1.9 -0.069
C 1.5090 -2.7148 -0.9661 0.0 0.1 0.1 -0.558
C 2.0224 -2.6925 0.3926 0.1 0.2 0.7 -0.283
C 2.8913 -3.6253 0.9626 -0.1 -0.2 -0.5 -0.090
C 3.2900 -3.4620 2.2722 0.2 -0.2 0.2 -0.135
C 2.8239 -2.3767 3.0049 -0.2 0.2 -0.1 -0.098
C 1.9531 -1.4472 2.4302 1.9 -2.2 -0.5 -0.111
C 1.5233 -1.5830 1.0866 1.2 0.1 0.7 -0.129
H 1.0580 -4.3416 -5.0561 0.0 0.0 0.0 0.086
H -0.4436 -2.9248 -6.4013 0.0 -0.1 0.0 0.081
H -1.4669 -0.8870 -5.4051 -0.1 -0.1 0.0 0.072
H -1.0218 -0.1682 -2.9757 0.9 -2.2 -0.9 0.006
H 3.2577 -4.4758 0.3921 0.0 0.0 0.0 0.084
H 3.9652 -4.1790 2.7279 0.0 0.0 0.0 0.083
H 3.1398 -2.2505 4.0369 0.0 0.0 0.0 0.086
H 1.6159 -0.6317 3.0151 0.6 0.0 0.6 0.061
N -1.8489 3.6890 1.8457 -0.4 0.3 -0.3 0.108
C -1.1879 3.4007 3.0180 0.0 0.1 0.0 -0.065
C -0.4955 2.2715 2.7720 0.5 0.1 -0.4 -0.086
N -0.7059 1.8281 1.4510 -0.6 3.4 0.9 0.019
C -1.5211 2.7243 0.9591 -0.2 0.6 0.9 -0.286
C -1.9405 2.5827 -0.3728 -0.7 0.5 -1.0 -0.298
N -1.4937 1.5585 -1.0507 -2.9 2.0 -0.1 -0.014
C -2.0882 1.7157 -2.3034 0.2 -0.3 0.3 -0.080
C -2.8692 2.8217 -2.3379 0.0 -0.1 0.0 -0.083
N -2.7727 3.3828 -1.0906 -0.1 0.6 0.5 0.091
H -2.4574 4.4702 1.6832 0.0 0.0 0.0 0.146
H -1.2731 4.0166 3.8942 0.0 0.0 0.0 0.110
H 0.1426 1.7439 3.4489 0.1 0.1 0.1 0.107
H -1.9172 1.0220 -3.1028 -0.1 0.1 -0.1 0.084
H -3.4708 3.2533 -3.1174 0.0 0.0 0.0 0.105
H -3.2290 4.2208 -0.7754 0.1 0.1 -0.1 0.140
O -0.2966 0.0139 -1.9159 1.9 5.2 2.3 -0.725
O -0.5178 -0.2378 4.2193 -0.9 -0.1 0.1 -0.038
C -0.6715 -0.2366 2.9934 2.2 -0.3 0.5 -0.577
O 0.2891 0.0427 2.1928 -3.8 -0.2 2.1 -0.449
H -1.6710 -0.4837 2.5759 -0.1 -0.1 -0.2 0.128

(2)
54
Properties=species:S:1:pos:R:3:forces:R:3:lowdin_charge:R:1 method="wB97M-V/def2-TZVPD" fmax_ha_per_bohr=0.038 e_tot_ev=-57355.489 lumo_energy_ev=-12.72 orbital_gap_ha=0.07481 homo_energy_ev=-14.76 charge=+2
In 13.8638 24.0061 -25.3903 0.2 0.1 0.3 1.094
O 21.5430 24.4001 -20.4501 0.4 0.0 0.2 0.219
C 20.7696 24.6409 -21.3110 -0.6 0.5 0.6 -0.348
O 19.4992 24.9511 -21.1459 -0.1 0.5 -0.2 0.237
B 18.8600 25.2710 -22.4399 0.2 -0.4 -0.5 -0.837
O 19.8891 24.9324 -23.4516 -0.1 0.4 0.8 0.268
C 21.0476 24.7077 -22.8563 -0.1 -1.0 -1.7 -0.326
O 22.0694 24.4562 -23.3962 0.3 0.3 0.5 0.283
O 18.4378 26.6814 -22.6245 -0.4 -0.2 0.2 0.228
C 17.1459 26.6920 -22.9606 0.1 -0.1 0.9 -0.358
O 16.4636 27.6319 -23.2247 0.2 0.4 -0.1 0.181
C 16.6315 25.2305 -22.8855 1.0 -0.1 -1.4 -0.369
O 17.6500 24.4548 -22.6140 -0.2 0.2 0.3 0.274
O 15.5522 24.8831 -23.2724 -0.9 -0.3 0.0 -0.044
C 20.5057 24.2305 -17.1525 -0.6 -0.1 -0.4 -0.053
C 19.1369 23.8098 -17.4686 1.5 0.4 0.4 -0.299
N 18.0686 23.5313 -17.7365 -1.5 -0.3 -0.5 0.144
H 20.4439 24.9715 -16.3579 0.3 -0.1 0.1 0.088
H 20.9078 24.6620 -18.0687 0.3 0.0 0.2 0.047
H 21.0946 23.3611 -16.8729 0.1 0.1 0.2 0.093
C 21.0379 21.1936 -20.0917 0.7 -0.8 -0.7 -0.039
C 22.1549 21.6353 -20.9249 -0.8 0.0 0.5 -0.272
N 23.0668 21.9379 -21.5461 0.6 0.3 -0.6 0.187
H 21.4097 20.2522 -19.6729 -0.3 0.2 0.5 0.101
H 20.1942 20.9208 -20.7222 -0.1 0.2 0.1 0.091
H 20.7766 21.9262 -19.3391 0.0 0.0 0.1 0.060
C 19.9390 27.4593 -18.8428 0.6 0.0 0.5 -0.017
C 20.8359 28.4891 -18.6521 0.0 1.2 -0.2 -0.034
C 20.5083 29.5802 -17.8410 0.3 -0.6 -0.8 0.076
C 19.2209 29.6261 -17.2688 0.7 0.1 0.0 -0.106
C 18.3440 28.5817 -17.3731 -0.6 -0.9 -0.1 0.037
C 18.7369 27.4528 -18.0966 -0.2 0.1 -0.2 0.027
N 18.9024 30.8430 -16.5399 -0.4 0.2 -0.2 -0.365
O 19.1466 31.8836 -17.1142 0.3 0.0 -0.3 0.148
O 18.3962 30.7323 -15.4655 -0.3 -0.2 0.8 0.183
H 20.2480 26.6439 -19.4834 -0.4 -0.1 0.0 0.097
H 21.7426 28.5649 -19.2379 0.2 -0.4 0.3 0.127
H 21.2316 30.3723 -17.6988 -0.2 0.1 0.1 0.143
H 17.3628 28.5730 -16.9153 0.2 0.2 0.2 0.145
H 18.1171 26.5618 -18.1092 -0.1 0.1 0.0 0.121
C 18.7618 30.1036 -21.5742 0.2 0.3 -0.5 0.061
C 17.5020 30.4118 -22.1859 0.1 -0.3 -0.1 0.034
C 17.4334 31.3090 -23.2247 -0.4 0.2 -0.1 0.042
C 18.5874 31.9586 -23.6189 -0.3 -0.5 0.3 -0.044
C 19.8435 31.6907 -23.0092 0.3 0.2 -0.5 0.075
C 19.9255 30.7528 -22.0235 -0.3 -0.3 0.7 -0.015
N 18.5200 32.9617 -24.6843 0.0 -0.1 0.2 -0.344
O 17.6341 32.8456 -25.4914 0.0 0.0 -0.1 0.160
O 19.3564 33.8310 -24.6125 0.1 0.2 -0.1 0.160
H 18.8009 29.3376 -20.8189 0.1 0.0 0.3 0.099
H 16.5902 29.9188 -21.8810 0.1 -0.1 0.2 0.124
H 16.4748 31.4736 -23.6975 0.2 0.3 -0.2 0.146
H 20.7244 32.1886 -23.3950 -0.1 0.1 0.1 0.145
H 20.8773 30.5409 -21.5611 0.1 -0.1 0.0 0.123

(3)
44
Properties=species:S:1:pos:R:3:forces:R:3:lowdin_charge:R:1 method="wB97M-V/def2-TZVPD" fmax_ha_per_bohr=0.046 e_tot_ev=-106267.869 lumo_energy_ev=0.39 orbital_gap_ha=0.35184 homo_energy_ev=-9.18 charge=0 de_lowest_kj_mol=0.00
O 0.2340 -1.3643 1.8680 0.0 0.9 0.2 -0.002
C -0.9873 -0.6525 1.5646 0.6 -0.1 0.4 -0.411
C -1.2980 0.4291 2.6214 -0.1 1.0 -0.2 -0.147
C -0.6649 0.4955 3.8612 -0.6 0.6 -0.4 -0.015
C -1.0194 1.4749 4.7888 -0.3 0.6 -0.5 0.015
C -1.9647 2.4706 4.4827 0.5 -0.7 -0.2 -0.187
F -2.1239 3.4777 5.3684 -0.4 -0.4 -0.5 0.075
C -2.6642 2.4087 3.2587 1.5 -0.7 0.9 -0.186
F -3.5955 3.3274 2.9673 0.2 -0.4 -0.1 0.093
C -2.2943 1.3855 2.3724 -1.1 0.5 -0.6 0.044
C -2.1172 -1.6602 1.6810 0.5 -0.3 -0.7 -0.099
C -2.0234 -2.7422 0.6244 0.6 0.3 -0.4 -0.212
N -2.0300 -2.1431 -0.7052 -0.4 0.1 -0.9 -0.060
C -0.8666 -1.2708 -0.9551 -0.6 -0.1 0.9 -0.160
C -0.8526 -0.1337 0.1013 -0.9 1.4 0.2 -0.144
C 0.3357 0.7922 -0.0383 1.2 0.2 -0.5 -0.200
C 1.4505 0.5718 -0.7864 0.4 0.2 -0.3 0.037
C 2.2863 1.7532 -0.6856 -2.2 -0.2 0.8 -0.255
C 3.5898 1.9630 -1.3461 0.0 0.1 -0.8 -0.195
C 3.7551 1.4876 -2.6760 1.4 0.1 0.2 0.004
C 5.0297 1.5489 -3.2916 -0.8 -0.3 -0.7 -0.005
C 6.0894 2.1171 -2.6294 -0.5 0.0 0.1 -0.279
F 7.2813 2.1370 -3.2742 -0.4 0.2 0.6 0.064
C 5.9178 2.6716 -1.3726 -0.1 0.0 -0.1 -0.048
C 4.6797 2.6069 -0.7323 -0.1 -0.1 -0.2 -0.568
Br 4.4882 3.4424 0.9893 0.4 -0.4 -0.7 0.772
N 1.6564 2.6348 0.0685 0.1 -0.5 0.4 0.110
O 0.4579 2.0359 0.5575 0.6 -1.0 -1.5 0.011
H 0.9724 -0.7144 1.8664 -0.6 -0.6 -0.1 0.117
H 0.1293 -0.1739 4.0804 0.4 -0.6 0.3 0.106
H -0.5145 1.5096 5.7481 -0.1 0.2 -0.1 0.120
H -2.8852 1.3614 1.4389 0.5 0.0 0.5 0.136
H -2.0364 -2.1263 2.6477 -0.1 0.0 0.6 0.129
H -3.0644 -1.1215 1.6043 0.0 -0.2 0.0 0.132
H -2.8633 -3.3867 0.7803 -0.7 -0.5 -0.4 0.109
H -1.1289 -3.3680 0.7156 0.2 0.1 0.6 0.120
H -2.0884 -2.8778 -1.4283 0.1 0.7 0.6 0.120
H -0.9035 -0.8789 -1.9729 -0.2 0.2 0.2 0.128
H 0.0438 -1.8335 -0.8739 0.8 -0.4 0.2 0.104
H -1.7437 0.4961 -0.1053 0.3 -0.4 0.1 0.154
H 1.6636 -0.2893 -1.4063 0.0 0.1 0.2 0.117
H 2.9314 1.0607 -3.2497 0.1 0.1 0.4 0.119
H 5.2724 1.1982 -4.3152 -0.7 0.1 0.7 0.132
H 6.7494 3.1635 -0.9292 0.5 0.3 0.5 0.106

Which value of charge does entry 2 give?
+2

The lowest charge belongs to which entry?
C20H15LuN5O3S

Which of these has the highest charge?
C20H16BInN4O12

Among the records above, which one has the lowest charge?
C20H15LuN5O3S